*w*
The following is a quantum chemistry calculation of a cluster of 2 separate species, C3H4N2O in total, from the Open Molecules 2025 dataset.

Last column: natural (NBO) charge in e.
Positions of all 10 atoms, in Å:
N -1.961 -0.860 -1.204  -0.6041
C -1.517 -0.063 -0.418  0.4802
C -0.786 0.611 0.426  -0.7654
O 1.615 -0.921 0.358  -0.6699
C 2.553 -0.068 0.301  0.5450
N 3.422 0.675 0.256  -0.4480
H 0.710 -0.509 0.311  0.5225
H -2.879 -0.823 -1.618  0.4033
H -0.242 1.482 0.103  0.2701
H -0.914 0.475 1.486  0.2663

Computed properties:
net charge = 0
structure (SMILES) = C=C=N.N#CO
HOMO energy = -10.1807 eV
lowest unoccupied orbital energy = 0.015 Eh
spin multiplicity = 1


*x*
The following is a quantum chemistry calculation of the molecule C3H4N2O, from the Open Molecules 2025 dataset.

Last column: natural (NBO) charge in e.
Positions of all 10 atoms, in Å:
C -0.962 -0.251 -0.003  0.4176
C -0.012 0.787 -0.079  -0.4213
C 1.218 0.279 0.018  -0.0090
H -2.651 0.460 0.434  0.4843
H -0.029 1.903 -0.180  0.2142
H 2.132 1.116 -0.057  0.2277
H 1.762 -1.697 0.136  0.4083
N 1.104 -0.977 -0.133  -0.3704
N -0.270 -1.280 -0.008  -0.3127
O -2.292 -0.340 -0.128  -0.6388

Computed properties:
net charge = 0
structure (SMILES) = Oc1cc[nH]n1
HOMO energy = -9.1322 eV
lowest unoccupied orbital energy = 0.030 Eh
spin multiplicity = 1


*y*
The following is a quantum chemistry calculation of a cluster of 2 separate species, C3H4N2O in total, from the Open Molecules 2025 dataset.

Last column: natural (NBO) charge in e.
Positions of all 10 atoms, in Å:
N -0.616 1.481 -0.037  -0.8509
C -0.091 1.064 1.156  0.1301
C 0.390 0.630 2.170  -0.2961
O 0.818 -3.480 -1.880  -0.4282
N 0.470 -2.354 -1.619  0.1955
C 0.133 -1.271 -1.381  -0.0615
H -0.137 2.293 -0.414  0.3992
H -1.613 1.660 0.014  0.3993
H 0.814 0.254 3.074  0.2449
H -0.169 -0.278 -1.083  0.2678

Computed properties:
net charge = 0
structure (SMILES) = C#[N+][O-].C#CN
HOMO energy = -9.6002 eV
lowest unoccupied orbital energy = 0.019 Eh
spin multiplicity = 1


The winner here is *w*, beating the second structure by 9.7 kJ/mol.